Entry 1:
Density functional theory data (wB97M-V/def2-TZVPD) for a cluster of 3 separate species, C27H53Br2ClNO in total at a distorted geometry.

Structure (XYZ):
```
85
Properties=species:S:1:pos:R:3:forces:R:3
C 2.5904 5.0391 1.8564 -1.0 0.1 0.0
C 1.1148 0.5143 -4.1842 0.0 -0.1 0.1
H -0.1698 3.8766 3.4130 0.0 -0.1 0.3
H -2.0279 -6.6535 2.2835 0.0 0.0 0.0
H -0.3699 5.2235 2.3479 0.0 0.3 -0.2
H -5.1957 -4.5143 2.7259 0.0 0.0 0.0
C 1.3942 4.0453 1.8819 1.9 0.5 0.7
C -3.7164 -4.6593 1.1624 0.1 -0.1 0.0
Cl 4.5935 -0.2259 -1.2793 0.1 0.1 -0.1
H -0.6739 -1.7182 -7.1077 0.0 0.0 0.0
H 3.1349 4.9634 0.9244 0.4 -0.1 0.0
H 1.8014 -2.3045 3.5922 -0.4 -0.2 0.1
H 3.0218 2.7725 2.5205 0.3 -0.2 -0.2
H -2.7784 -1.5195 2.3633 -0.1 0.0 0.0
H 3.6889 1.8192 -2.1459 -0.1 -0.4 -0.2
H -0.5605 1.6323 -1.4243 -0.2 -0.1 -0.1
H -4.3237 -6.1675 4.2567 0.0 0.0 0.0
H 1.2151 1.3418 -3.4784 0.0 0.1 0.0
H -4.4257 -4.2932 0.4132 0.0 0.0 0.0
H -0.2770 0.8033 0.6155 -0.2 -0.1 -0.1
C -2.7470 -6.9646 3.0426 0.0 0.1 0.1
C 2.4294 -0.3355 3.2475 1.6 -1.0 1.2
H -2.0192 -3.8754 2.2586 0.0 0.0 0.0
C -0.6252 -1.1872 -5.0337 0.1 -0.1 0.0
H -1.2041 1.2237 -6.4250 0.0 0.0 0.0
H 2.1090 -0.9154 -2.8870 0.0 0.0 0.0
H -1.7748 3.6124 1.5471 -0.1 0.2 0.1
N 0.8967 3.9608 0.4988 -1.4 0.1 1.3
H 4.2086 2.0794 0.7840 0.0 -0.1 0.5
H -1.2668 0.4968 -8.0255 0.0 0.0 0.0
C -0.4667 -0.8265 -6.5101 -0.1 0.0 0.0
Br -0.2657 -0.5944 3.0128 0.1 0.0 0.0
C 1.9518 2.6977 2.4173 -0.7 -0.2 -0.1
H 0.8823 5.3165 3.5562 0.1 -0.1 0.3
H 1.5705 2.6067 3.4296 0.0 0.0 0.3
H -4.2187 -1.9081 1.4181 0.0 0.0 0.0
H -1.6561 -1.5099 -4.8557 0.0 0.0 0.0
C -0.1261 2.9158 0.2719 -0.7 -0.5 -1.1
H 1.2637 0.9427 -5.1792 0.0 0.0 0.0
C -4.5080 -5.2637 2.3238 0.0 0.1 0.0
H -4.0234 -2.5565 3.0519 0.0 0.0 0.0
H 2.7920 0.0632 0.6281 0.1 -0.3 0.0
H 1.8233 -1.2922 5.0700 -0.2 0.0 0.2
C -3.6557 -5.8144 3.4666 0.0 -0.1 -0.1
H 2.1803 -1.3386 -4.6024 0.0 0.0 0.0
H -3.3331 -7.7932 2.6398 0.0 0.0 0.0
C 4.2163 1.5221 -1.2464 -0.1 0.4 0.5
C 0.0518 1.6752 1.1692 0.7 0.8 -0.1
H -0.6289 1.7999 2.0020 0.0 0.0 0.3
C 0.3787 4.6425 2.8757 -0.6 -0.3 -0.7
H -3.1378 -5.4439 0.6668 0.0 0.0 0.0
H 5.1693 2.0306 -1.2340 0.3 0.1 -0.2
C -1.5568 3.4268 0.5031 0.2 -0.3 -0.1
H 2.1715 6.0337 1.9427 0.1 0.4 -0.3
O 0.5904 5.0969 -0.0018 0.5 -0.1 -0.5
H -2.4433 0.0179 -6.8001 0.0 0.0 0.0
C -0.0755 2.5790 -1.2238 0.7 0.1 0.1
Br 4.2219 0.3122 3.0805 -0.1 0.0 0.0
C 1.4974 1.4232 1.6746 -1.1 -0.1 -0.9
H -1.0191 0.7546 -4.1787 0.0 0.0 0.0
C 3.4639 1.9588 0.0128 -0.1 0.0 -0.5
C 1.4395 0.2213 2.6315 -1.2 1.3 -1.1
H -2.1797 -7.3391 3.8962 0.0 0.0 0.0
C 2.3380 1.0211 0.4130 0.7 0.0 0.6
C -3.4942 -2.3091 2.1301 0.1 -0.1 0.1
H 3.1942 -0.0462 -3.9724 0.0 -0.1 0.0
H 1.7239 0.8439 -0.4626 -0.4 0.0 0.0
H 3.0655 2.9511 -0.2006 0.0 0.1 0.0
C -1.3991 0.2939 -6.9616 0.1 0.0 -0.1
C 2.3198 -1.5275 4.1374 0.7 -0.2 -0.3
H 0.0021 -2.0553 -4.8127 0.0 0.0 0.0
H 3.2065 4.8902 2.7367 0.2 -0.2 0.0
H -1.7646 4.2812 -0.1237 0.0 0.4 0.1
C -0.2961 -0.0577 -4.0560 -0.1 0.1 0.0
H -0.4366 -0.4312 -3.0356 0.0 0.0 0.0
H 0.9599 2.5085 -1.5381 0.2 -0.1 -0.2
H -5.1383 -6.0681 1.9315 0.0 0.0 0.0
H -0.5147 3.3696 -1.8194 -0.2 0.1 -0.1
C 2.2092 -0.5082 -3.8948 0.0 0.1 -0.2
H -2.2265 -3.2071 0.6558 0.0 0.0 0.0
C -2.7728 -3.5214 1.5495 -0.1 0.1 -0.1
H -2.2105 2.6338 0.1473 -0.2 -0.2 0.1
H 0.5693 -0.5500 -6.7243 0.0 0.0 0.0
H -3.0539 -5.0164 3.9103 0.0 0.0 0.0
H 3.3063 -1.9225 4.3368 0.2 0.0 0.3
```
Positions in Å, forces in eV/Å.

Properties
- electronic energy (Ha) = -6798.69629
- multiplicity = 2
- energy relative to the best compared isomer or geometry (same formula, charge and spin) (eV) = 0.447
- LUMO level (spin up / spin down) (eV) = 0.4 / 0.1
- orbital gap (spin up / spin down) (eV) = 9.06 / 9.34
- F_max (hartree/bohr) = 0.0434
- ⟨S²⟩ = 0.754


Entry 2:
Density functional theory data (wB97M-V/def2-TZVPD) for an isolated molecule of C2H5NS at a distorted geometry.

Structure (XYZ):
```
9
Properties=species:S:1:pos:R:3:forces:R:3
N -1.0868 -1.0932 -0.1587 -0.3 -0.6 -0.1
S -1.8819 0.5092 -0.0921 0.2 -0.2 -0.2
C 0.9521 0.4519 -0.1111 -2.5 0.4 1.0
H -0.5994 -1.2531 -1.0468 -0.5 0.4 0.0
C -0.3635 -0.1222 0.5897 1.9 -0.9 0.0
H -0.3862 -0.3552 1.6596 0.2 0.4 -0.3
H 0.8425 1.4641 0.3413 1.1 -0.2 -1.1
H 0.5500 0.3822 -1.1348 0.9 0.8 0.0
H 1.9733 0.0162 -0.0471 -1.0 0.0 0.5
```
Positions in Å, forces in eV/Å.

Properties
- electronic energy (Ha) = -532.07598
- energy relative to the best compared isomer or geometry (same formula, charge and spin) (eV) = 1.812
- LUMO level (eV) = 0.7
- orbital gap (eV) = 9.49
- F_max (hartree/bohr) = 0.0527
- SMILES = C[C@@H]1NS1


Entry 3:
Density functional theory data (wB97M-V/def2-TZVPD) for a structure of composition C12H18F9FeO6 at a distorted geometry.

Structure (XYZ):
```
46
Properties=species:S:1:pos:R:3:forces:R:3
C 2.7966 -10.6202 15.1073 0.3 1.5 3.2
Fe 1.5499 -7.2401 18.3880 -1.1 -1.8 -0.6
O 3.6825 -7.2584 21.5279 -0.9 1.1 2.3
F 1.6660 -7.4008 23.6981 -1.8 1.1 -1.5
F 3.2597 -11.5696 16.0142 0.0 1.2 -1.4
H 5.9423 -7.4318 24.7118 -0.7 0.2 0.2
H 0.4743 -10.5035 20.3767 -0.1 0.0 -0.3
O 2.0833 -8.1394 15.2570 -2.3 0.1 -3.2
H 3.9125 -8.6653 14.8590 0.8 -0.9 -0.2
H 0.3620 -6.2736 12.8198 0.5 -0.8 -0.7
C 5.8854 -8.3231 24.0870 0.3 0.4 -0.6
C 3.1459 -9.0937 15.5047 0.0 3.1 2.9
F 3.2173 -10.9093 13.9009 0.7 -0.5 -0.9
C 1.7045 -7.8352 13.8384 0.1 -0.1 0.0
H -2.2451 -8.0092 19.8435 -1.1 -0.2 -0.1
F -3.1285 -7.0972 16.8887 0.1 0.4 0.9
H 4.6135 -6.2232 23.1097 -0.5 0.9 0.3
O -1.0623 -6.8435 18.7569 -0.2 -1.0 -1.2
C -1.3458 -10.3720 19.1128 0.6 -0.3 2.5
H 8.0107 -8.0063 23.3069 -0.5 0.6 0.0
H 0.6348 -6.0132 14.4070 0.0 -0.3 0.7
C -0.1090 -11.1175 19.6905 -0.9 -0.3 -2.1
C 7.3833 -8.6815 23.8887 -0.4 -0.8 -1.0
C 0.5341 -6.8569 13.7243 -0.1 0.4 1.3
H 0.3704 -11.3607 18.7422 1.2 -0.1 0.5
F 3.0814 -6.4654 24.9715 0.1 2.9 1.5
H 7.4732 -9.6225 23.3461 -0.1 -0.2 0.0
O -0.8534 -9.0337 18.8161 -2.3 -1.7 -0.9
O 5.1205 -8.0891 22.8752 1.6 -1.5 1.8
O 3.3948 -8.7127 16.8533 -0.5 -1.5 -0.8
H -2.0588 -10.4429 19.9342 -0.3 1.3 0.5
H 1.3300 -8.6772 13.2562 0.4 -0.8 0.5
F 1.4912 -10.7287 15.1331 -1.5 -0.5 -0.2
C -1.8731 -8.0014 18.8190 3.3 1.6 0.8
F -4.3332 -8.3822 18.1349 0.7 0.2 1.0
H -0.3596 -12.0752 20.1465 -0.2 0.1 0.1
F 3.1016 -8.4655 24.6310 1.2 -3.8 1.4
H 2.5533 -7.4729 13.2584 0.5 0.1 0.4
C 2.9319 -7.3392 24.0192 1.8 -0.7 -2.2
H 7.9192 -8.8368 24.8251 -0.4 0.1 0.3
F -2.8775 -9.1813 16.7797 0.5 0.0 1.3
C 4.0706 -7.1376 22.8700 -0.6 -0.4 -3.9
H -1.9471 -10.9249 18.3911 0.9 0.3 -1.1
H -0.3699 -7.4254 13.9431 -0.2 0.4 0.2
H 5.3563 -9.1412 24.5758 0.4 0.1 0.5
C -3.0737 -8.1697 17.7094 0.9 0.0 -2.4
```
Positions in Å, forces in eV/Å.

Properties
- electronic energy (Ha) = -3081.72951
- multiplicity = 5
- energy relative to the best compared isomer or geometry (same formula, charge and spin) (eV) = 10.202
- LUMO level (spin up / spin down) (eV) = 0.2 / -0.2
- orbital gap (spin up / spin down) (eV) = 4.97 / 4.25
- F_max (hartree/bohr) = 0.0834
- ⟨S²⟩ = 6.019
- total charge = -1


Entry 4:
Density functional theory data (wB97M-V/def2-TZVPD) for an isolated molecule of C5H3NO3S at a distorted geometry.

Structure (XYZ):
```
13
Properties=species:S:1:pos:R:3:forces:R:3
O -3.3695 -1.6022 0.0941 0.8 3.4 -0.6
O -4.6250 0.5613 1.1713 3.1 -0.7 -1.9
C 0.3196 0.0249 -0.0970 -0.4 2.1 0.1
C -2.0613 -1.1851 -0.0030 -1.8 -0.3 1.5
H 1.3668 0.3911 -0.0035 -1.1 -0.3 -0.4
S -3.7558 0.2481 0.0164 -4.5 -1.1 3.2
C -0.7999 0.8925 -0.0545 -1.8 -1.7 0.1
O -4.3472 0.5549 -1.2261 0.6 0.1 -1.3
N -1.0713 -2.0375 0.0231 0.1 2.1 -0.9
C -2.0429 0.2712 0.0916 2.1 -3.3 -0.9
H 0.9246 -1.9399 0.1482 0.4 -0.1 -0.6
H -0.9351 1.9174 -0.1330 1.1 2.1 0.0
C 0.0713 -1.3118 -0.0705 1.4 -2.4 1.5
```
Positions in Å, forces in eV/Å.

Properties
- electronic energy (Ha) = -870.89320
- energy relative to the best compared isomer or geometry (same formula, charge and spin) (eV) = 0.891
- LUMO level (eV) = -0.8
- orbital gap (eV) = 9.37
- F_max (hartree/bohr) = 0.1089


Entry 5:
Density functional theory data (wB97M-V/def2-TZVPD) for a cluster of 2 separate species, C8H17BrFO2P in total at a distorted geometry.

Structure (XYZ):
```
30
Properties=species:S:1:pos:R:3:forces:R:3
H 0.5411 -1.4369 2.1170 -0.4 -1.7 -1.4
C 1.4197 1.6970 0.2015 0.8 -0.3 1.0
C 0.8725 -2.5330 0.0231 3.9 -5.5 -2.4
H -0.9172 -2.4341 1.4594 2.5 -0.1 0.2
H 0.1499 2.5456 1.9122 -0.3 -1.9 -1.6
Br -3.9165 -2.1330 -0.5189 0.2 2.4 -0.2
H -2.2362 2.2501 0.9416 1.8 -0.3 -1.1
H 0.6324 -3.3174 2.2376 -0.8 1.8 -2.0
H 2.8542 -1.3000 -1.4452 -1.9 1.1 0.6
O 1.5227 -3.6828 -0.3074 -4.3 7.4 2.3
C -1.3357 1.9359 0.2637 0.9 -0.3 -0.2
F 1.5435 0.6735 -3.9665 -0.3 0.0 0.8
H -1.0434 2.7592 -0.5450 -1.1 -1.8 1.8
H 1.1963 2.1054 -0.8762 0.5 -1.1 2.0
C 0.0683 1.6573 1.1289 -0.6 1.1 0.5
C 1.9180 -0.6594 -1.1515 1.5 1.7 -0.2
H 3.3960 0.5684 0.0745 -2.5 -0.8 0.1
H -4.2565 0.7694 0.4591 0.3 -0.5 -1.2
C 0.2734 -2.4226 1.5461 -0.8 0.3 -0.1
H -0.0483 0.6729 1.7707 0.3 1.9 -1.4
P -3.5621 0.1512 -0.6637 1.8 -1.1 0.3
O 0.7306 -1.5199 -1.0342 0.3 -1.7 3.6
H 1.6960 0.1186 -2.0292 0.3 -1.8 0.9
C 2.2517 0.2464 0.1780 0.7 0.7 -0.7
H -4.0499 0.5768 -1.9562 0.0 -0.2 1.1
C -1.6985 0.5148 -0.4678 1.6 -0.5 0.2
H 2.1800 2.4613 0.7117 -1.8 -1.5 -1.1
H 2.1813 -0.3331 1.1982 0.0 1.2 -1.9
H -1.1117 0.4119 -1.4915 -1.5 0.0 1.8
H -1.2516 -0.3437 0.2302 -1.3 1.6 -1.6
```
Positions in Å, forces in eV/Å.

Properties
- electronic energy (Ha) = -3480.40611
- energy relative to the best compared isomer or geometry (same formula, charge and spin) (eV) = 5.191
- LUMO level (eV) = -3.1
- orbital gap (eV) = 3.38
- F_max (hartree/bohr) = 0.1727